The following is a quantum chemistry calculation of an isolated molecule of C5H12O2, from the OMol25 dataset.

The value obtained for the energy is -9470.4413 eV. As for the orbital gap: 8.69 eV. For the energy above the lowest of the compared OMol25 structures with the same formula, charge and spin, the calculation gives 108.3 kcal per mole.

Last column: Mulliken charge in e.
Positions of all 19 atoms, in Å:
C -2.313 -0.278 1.340  -0.63
O -0.625 -0.433 0.846  -0.48
C -0.201 0.496 -0.202  0.27
C -0.357 1.928 0.279  -1.34
C 1.214 0.144 -0.645  -0.70
C 1.403 -1.317 -1.056  -0.50
O 1.444 -2.199 0.042  -0.56
H -2.694 -0.011 0.331  0.15
H -0.280 -0.112 1.693  0.45
H -2.477 -1.373 1.371  0.20
H -0.908 0.280 -1.011  0.31
H 0.369 2.146 1.073  0.37
H -1.364 2.086 0.673  0.41
H -0.168 2.625 -0.543  0.39
H 1.927 0.377 0.158  0.30
H 1.459 0.799 -1.492  0.37
H 0.619 -1.604 -1.776  0.27
H 2.365 -1.426 -1.567  0.36
H 0.588 -2.129 0.486  0.36